A molecular structure, C18H27ClN2SW. Source: OMol25; level of theory: the ωB97M-V functional and the def2-TZVPD basis.

Structure (XYZ):
```
50
Properties=species:S:1:pos:R:3:nbo_charge:R:1
C -3.475 -4.195 0.130 0.165
C -4.349 -3.654 1.162 -0.681
C -3.790 -3.974 -1.265 -0.678
C -2.331 -5.016 0.500 -0.680
Cl -1.436 -1.575 0.392 -0.224
H -4.475 -4.814 -1.496 0.247
H -2.920 -4.045 -1.932 0.208
H -4.309 -3.029 -1.483 0.219
H -5.083 -4.465 1.345 0.241
H -4.917 -2.764 0.846 0.220
H -3.861 -3.445 2.128 0.227
H -2.750 -6.037 0.599 0.244
H -1.846 -4.761 1.458 0.227
H -1.549 -5.049 -0.276 0.209
C -0.777 2.689 -0.545 -0.219
C -1.052 1.883 -1.700 -0.231
C -2.029 0.904 -1.332 -0.326
H -0.657 1.958 -2.710 0.266
C -2.358 1.120 0.050 -0.193
C -1.573 2.204 0.545 -0.175
H -1.670 2.599 1.558 0.276
H -0.136 3.572 -0.542 0.268
H -2.497 0.184 -1.998 0.286
H -3.135 0.592 0.579 0.285
C 2.107 -0.971 -0.670 -0.198
C 1.861 0.164 -1.542 -0.383
C 0.797 -0.197 -2.433 -0.245
H 2.471 1.063 -1.636 0.277
C 0.342 -1.522 -2.106 -0.217
C 1.140 -1.967 -1.005 -0.191
H 1.040 -2.919 -0.512 0.291
H 2.889 -1.052 0.092 0.287
H 0.489 0.378 -3.305 0.280
H -0.437 -2.096 -2.628 0.298
W -0.026 0.081 -0.300 0.967
S 1.312 0.682 1.706 -0.032
C 2.379 2.026 1.341 0.381
N 3.484 1.967 0.591 -0.550
C 4.390 3.095 0.400 -0.230
C 4.340 3.984 1.613 -0.435
C 2.927 4.352 1.988 -0.227
N 2.026 3.204 1.871 -0.540
H 3.654 1.105 0.091 0.421
H 4.135 3.648 -0.513 0.216
H 5.400 2.709 0.275 0.248
H 4.892 4.904 1.399 0.266
H 4.787 3.464 2.467 0.234
H 2.525 5.139 1.339 0.220
H 2.875 4.684 3.029 0.245
H 1.172 3.194 2.434 0.437
```

Values from the calculation:
spin multiplicity: 3
max |F|: 0.063 hartree/bohr
energy relative to the best compared isomer or geometry (same formula, charge and spin): 1.5524 eV
calculated total energy: -47250.986 eV
LUMO (spin up / spin down): -7.46 / -7.72 eV
total charge: +2